1.
The following is a quantum chemistry calculation of a cluster of 3 separate species, C37H32O9 in total, from the OMol25 dataset.

Structure (ORCA input):
```
! wB97M-V def2-TZVPD RIJCOSX def2/J DEFGRID3
* xyz 0 1
C -0.142 -1.776 -0.170
H 2.110 2.826 7.538
C -3.294 -1.123 -6.088
H 4.932 2.211 10.705
C 0.352 -1.391 -5.778
H -6.361 -2.110 -5.984
C -4.119 -6.190 -6.708
H -0.077 -3.386 -4.992
H -4.489 -0.166 0.170
H 1.643 -2.915 -5.071
C 0.629 -2.561 -4.864
O -0.918 -0.923 -5.854
C 1.201 0.858 2.904
C 5.676 5.881 6.125
C -3.872 -5.594 -5.312
C -4.974 -4.720 -4.757
C 5.519 3.596 9.183
C -2.024 -1.769 -5.509
H 3.113 -0.080 2.635
H 1.552 1.532 3.676
C 1.637 -0.900 1.320
C 2.080 -0.045 2.316
C -4.301 -2.145 -6.664
H -5.303 -1.729 -1.581
O 7.182 5.432 7.885
C 4.934 7.152 3.771
H 3.145 5.962 3.877
C 3.062 3.034 8.006
H -5.170 -6.069 -6.995
H -3.764 -3.026 -7.032
H -4.781 -1.690 -7.542
C 4.091 6.212 4.338
C -2.039 -2.614 -1.535
O -5.264 -4.696 -3.595
H 0.560 -2.223 -3.821
C 3.929 3.937 7.402
O 2.472 4.304 5.584
H -3.715 -6.390 -4.571
C 4.457 5.576 5.518
C -0.123 0.903 2.502
O 1.211 -0.808 -6.372
H 6.800 8.201 3.937
H 7.459 7.053 6.035
H -3.731 -3.278 -2.676
C -3.372 -2.603 -1.910
O -3.267 -5.577 -7.681
O -5.686 -3.985 -5.661
C 0.309 -0.859 0.913
O 0.636 -2.524 -0.726
C -2.472 -0.857 0.057
H 4.648 7.647 2.852
C 6.518 6.827 5.553
C 3.524 4.580 6.120
H 2.310 -1.603 0.850
C -2.010 0.098 1.105
H -0.817 1.600 2.951
H -3.890 -7.264 -6.682
C -1.582 -1.742 -0.553
C 6.104 5.199 7.381
C -0.576 0.043 1.509
H -3.795 -0.522 -5.316
H -1.880 -2.767 -5.946
C 3.422 2.418 9.192
C -5.410 -2.570 -5.685
H -5.196 -2.228 -4.659
C 4.652 2.697 9.779
H -2.941 -5.009 -5.348
H -1.337 -3.298 -1.994
C 6.146 7.462 4.380
H 6.478 3.824 9.628
H -3.803 -5.275 -8.428
O -2.776 0.890 1.612
H -2.091 -1.869 -4.416
H 2.744 1.718 9.663
C -3.811 -0.855 -0.315
C 5.160 4.222 7.995
C -4.259 -1.726 -1.295
H -2.965 -0.450 -6.886
*
```

Frontier orbital gap: 8.760 eV
ΔE to the lowest compared entry with this formula, charge and spin: 10.8 kcal/mol
SMILES: O=C1c2ccccc2C(=O)c2ccccc21.O=C1c2ccccc2C(=O)c2ccccc21.CC(=O)OCCCCOC(=O)CCO

2.
The following is a quantum chemistry calculation of a cluster of 3 separate species, C22H46N3O2 in total at a distorted geometry, from the OMol25 dataset.

Structure (ORCA input):
```
! wB97M-V def2-TZVPD RIJCOSX def2/J DEFGRID3
* xyz 1 1
C -0.719 1.369 -1.468
C -3.396 4.104 3.548
C 1.378 -2.088 -1.222
C 2.145 0.811 -3.614
H 5.632 -6.161 2.594
C -4.904 0.521 -1.103
C 1.866 -1.240 -2.386
C 1.483 0.252 -2.423
C -0.114 1.287 -0.055
H 2.946 -1.369 -2.488
N -2.120 0.957 -1.342
H 1.435 -1.663 -3.296
H -0.285 2.241 0.443
H 3.091 -3.397 -1.507
H 1.521 -0.052 0.479
H 1.756 -4.121 -0.620
H -3.546 5.517 -0.524
H -2.554 1.592 -0.675
C 2.672 1.269 -4.589
H -2.044 2.984 2.319
O 5.119 -4.441 1.555
H -4.157 -1.344 -2.003
C -4.682 4.320 0.869
H 5.209 -3.030 3.073
H -5.025 6.286 0.073
H 6.034 -2.661 1.565
C -4.752 -1.021 -1.150
H 3.259 1.557 -5.431
H 0.072 -2.554 0.045
C 2.308 -3.196 -0.774
C 5.838 -3.459 2.283
H 7.008 -4.742 3.596
H 4.218 -6.229 1.560
C 1.370 0.930 0.047
C 3.841 -5.327 3.470
H 1.870 1.639 0.709
H 2.217 1.986 -1.539
N 2.089 1.012 -1.261
H -3.943 3.231 3.904
C -0.053 0.492 -2.542
C -4.371 1.242 -2.335
H 2.935 -4.807 3.152
H 3.552 -6.266 3.942
C -4.180 5.657 0.353
C -2.744 3.815 2.208
H -2.634 4.361 4.285
H -2.160 4.679 1.870
H -2.742 0.114 -3.180
H -0.541 -0.477 -2.581
H -0.695 2.412 -1.819
H -0.221 0.964 -3.508
N 0.250 -1.869 -0.690
H -4.264 -1.378 -0.244
H 2.816 -2.907 0.149
H 4.331 -4.714 4.227
C 4.744 -5.603 2.281
H -5.732 -1.495 -1.183
H 7.671 -3.130 3.358
H -3.602 6.198 1.104
H -4.402 0.878 -0.202
C 7.153 -3.950 2.861
H -2.515 1.852 -3.226
H -5.263 3.823 0.092
O -3.649 3.402 1.198
H -4.536 2.317 -2.210
H -4.940 0.935 -3.214
C -2.873 1.025 -2.592
H -0.676 0.522 0.476
H -5.352 4.462 1.722
H 7.796 -4.340 2.071
H 3.035 0.646 -1.127
H -5.957 0.766 -0.956
H -4.095 4.939 3.492
*
```

Frontier orbital gap: 8.658 eV
ΔE to the lowest compared entry with this formula, charge and spin: 0.0 kcal/mol

3.
The following is a quantum chemistry calculation of a cluster of 5 separate species, C24H38Cl12F5IO7S3 in total at a distorted geometry, from the OMol25 dataset.

Structure (ORCA input):
```
! wB97M-V def2-TZVPD RIJCOSX def2/J DEFGRID3
* xyz 0 1
H 4.074 -2.338 1.589
Cl 0.987 7.083 -3.440
C 6.979 -1.211 0.840
Cl 0.871 0.705 6.012
C -8.319 -1.354 -2.547
C -1.757 -0.400 -0.368
C -3.638 -0.639 -3.002
H 6.525 -1.182 1.832
Cl -1.563 7.805 -2.248
H 1.936 -3.343 0.971
H 6.607 -3.314 0.579
C -3.013 -3.380 1.735
F -1.780 -3.575 1.309
H 6.963 1.351 1.880
H -1.620 0.173 -3.095
C 3.998 -2.885 0.644
C 4.958 -2.273 -0.381
H 8.035 -1.442 0.998
H -3.023 -2.351 -4.176
H -1.981 -1.332 -0.884
H -8.636 -0.821 -1.660
C 0.179 -0.722 5.237
H 2.027 -1.468 -1.322
O -1.563 -0.900 2.286
C -3.607 -2.107 1.094
H 4.346 -3.899 0.849
Cl -1.290 5.292 -3.683
H -3.731 -2.785 -2.651
H 1.821 3.015 2.796
C 6.321 1.257 1.003
Cl -1.495 -0.957 5.728
O -0.898 2.002 2.148
H 2.314 2.890 1.079
H 2.593 -0.761 0.207
F -3.033 -3.298 3.026
H -4.046 -0.375 -3.974
H 4.692 -1.227 -0.534
S 0.409 1.595 1.715
C -3.067 -2.067 -3.126
C 6.914 0.146 0.129
H 4.169 1.628 0.935
O -3.450 0.478 1.516
C -2.520 0.685 -1.140
C 1.479 2.999 1.762
C -0.478 6.477 -2.664
H -0.192 5.977 -1.748
C -2.585 0.435 -2.672
Cl -9.730 -1.592 -3.575
H 1.350 1.214 -0.432
C 0.336 1.141 -0.038
O -0.161 2.121 -2.344
O -2.073 2.006 -0.757
C 2.547 -2.924 0.169
O 1.056 0.530 2.436
H 7.026 -2.425 -0.887
H -3.553 0.624 -0.808
C 4.878 0.993 1.462
H 4.587 -0.048 1.341
Cl -7.128 1.953 -0.890
S -0.560 2.366 -0.992
H 0.192 -0.558 4.168
H 6.346 0.082 -0.801
C 1.979 -1.549 -0.232
H 2.510 -3.610 -0.680
F -4.733 -1.820 1.740
Cl -7.098 -0.377 -3.364
Cl -7.639 -2.901 -2.037
H 0.008 -2.341 -0.079
S -2.520 -0.584 1.271
Cl -5.025 3.928 -0.994
O -0.363 3.672 -0.449
I -3.288 2.285 -3.520
F -3.737 -4.415 1.364
F -3.908 -2.341 -0.191
H 0.496 -1.407 1.310
Cl 1.149 -2.158 5.589
H 6.345 2.202 0.460
Cl -7.515 4.538 0.393
H 0.001 -0.341 -1.479
C -0.222 -0.257 -0.410
H -2.056 -2.168 -2.735
C 0.530 -1.429 0.228
H -4.471 -0.568 -2.303
H 7.919 0.469 -0.144
H 4.774 1.209 2.526
H 4.790 -2.778 -1.337
H -5.929 2.890 0.887
C -6.346 3.287 -0.029
C 6.426 -2.392 0.027
H 0.896 3.887 1.553
*
```

Frontier orbital gap: 9.611 eV
SMILES: CCCCCCCCCC[C@H]1[C@@H](S(=O)(=O)C(F)(F)C(F)(F)F)[C@H]([C@H](I)CC)OS(=O)(=O)[C@H]1S(C)(=O)=O.ClC(Cl)Cl.ClC(Cl)Cl.ClC(Cl)Cl.ClC(Cl)Cl

4.
The following is a quantum chemistry calculation of a cluster of 11 separate species, C24H33F2N9O6 in total at a distorted geometry, from the OMol25 dataset.

Structure (ORCA input):
```
! wB97M-V def2-TZVPD RIJCOSX def2/J DEFGRID3
* xyz 0 1
O -5.634 -0.334 -0.542
H 0.808 -0.510 5.245
H 2.299 2.842 -3.160
C 1.270 2.607 -3.433
C 4.003 1.267 -1.065
C -0.666 2.041 -2.427
H 4.605 0.887 -3.030
C -2.833 -2.397 -1.789
C 0.472 -0.100 0.047
H 0.869 -4.772 -0.225
F -3.831 3.464 -0.896
H 5.829 -3.140 1.959
C 0.828 1.184 -3.735
N -0.909 0.631 2.121
H -0.097 0.676 6.309
H -5.173 3.696 0.482
C -3.034 -0.507 4.591
C -0.447 4.437 2.131
H 1.191 -5.065 -1.936
H -3.218 -3.976 -0.443
H -3.782 -0.595 3.803
C -5.011 0.674 -0.230
H -1.529 -3.421 -0.482
H 0.059 -0.962 -0.477
C 5.203 -2.817 1.127
H 4.093 -0.506 -2.043
N 2.714 -2.340 -1.354
C 4.682 0.411 -2.052
H -1.420 -1.602 -4.107
H 1.024 0.985 -4.789
O -1.580 2.078 -1.660
C 0.131 -2.970 -4.563
C -0.302 0.255 1.209
H -2.731 2.444 0.931
N 3.331 1.918 -0.334
N -3.251 1.945 5.619
F 1.608 0.431 -2.975
H -2.334 -4.482 -1.734
O 0.341 2.992 -2.479
C 0.504 0.523 5.413
H -0.018 0.932 4.547
C 2.249 -3.397 -1.164
C -3.751 2.061 0.981
H 0.145 -0.935 -4.815
C -0.335 -1.683 -4.184
N -3.265 -1.512 -2.387
H -4.094 2.109 2.014
C -2.417 -3.610 -1.086
C 0.368 3.847 0.986
N 2.436 2.310 5.557
C 1.616 1.447 5.514
C 4.043 -2.093 1.587
C 1.627 -4.701 -1.006
O -3.930 0.725 0.474
H 4.803 -3.670 0.579
H 1.431 -0.409 0.461
N 3.122 -1.559 2.021
N -1.145 4.876 2.937
H 2.435 -5.364 -0.697
H 0.983 4.719 0.763
H 0.746 0.740 -0.592
H 0.978 2.988 1.265
C -3.137 0.893 5.175
H 5.746 -2.099 0.512
N 0.499 -3.983 -4.940
O -5.389 1.900 -0.646
C -4.621 2.885 0.008
H -2.053 -0.682 4.150
H 0.110 -1.556 -3.197
O -0.509 1.182 -3.311
H 5.695 0.110 -1.787
H 1.121 3.292 -4.267
H -3.292 -1.226 5.368
H -0.277 3.571 0.152
*
```

Frontier orbital gap: 10.370 eV
SMILES: O=C1OC[C@@H](F)O1.O=C1OC[C@@H](F)O1.CC#N.CC#N.CC#N.CC#N.CC#N.CC#N.CC#N.CC#N.CC#N